No. 1
The following is a DFT calculation (ωB97M-V with the def2-TZVPD basis set) of C16H23FN2O3S in the gas phase in a non-equilibrium geometry.

CARTESIAN COORDINATES (ANGSTROEM)
C (-2.5660, -1.5685, 1.4600)
C (-3.4798, -1.1126, 0.3108)
C (-4.9451, -1.2893, 0.7381)
C (-3.2196, -1.9564, -0.9344)
C (-3.2559, 0.3926, 0.1453)
O (-3.5357, 1.1411, 1.0519)
C (-2.6639, 0.9812, -1.1407)
N (-1.2431, 1.2958, -1.0634)
C (-0.8718, 2.0171, 0.1427)
C (0.5525, 2.5431, -0.0074)
N (1.4770, 1.4541, -0.2570)
S (1.8846, 0.5359, 1.0901)
O (1.1032, -0.6666, 1.2086)
O (1.9472, 1.4180, 2.2145)
C (3.5506, 0.0724, 0.6187)
C (4.4946, 1.0753, 0.4990)
C (5.7875, 0.7544, 0.1260)
C (6.0942, -0.5753, -0.1180)
F (7.3481, -0.8936, -0.4850)
C (5.1571, -1.5878, 0.0026)
C (3.8674, -1.2507, 0.3780)
C (1.0821, 0.6655, -1.4029)
C (-0.3605, 0.1651, -1.2853)
H (-1.5137, -1.4330, 1.2162)
H (-2.7354, -2.6215, 1.6727)
H (-2.7830, -0.9911, 2.3553)
H (-5.1606, -0.6634, 1.5999)
H (-5.6153, -1.0052, -0.0713)
H (-5.1364, -2.3271, 1.0003)
H (-2.1818, -1.9010, -1.2485)
H (-3.4430, -2.9972, -0.7072)
H (-3.8613, -1.6521, -1.7590)
H (-2.8233, 0.3361, -2.0026)
H (-3.1838, 1.9321, -1.3072)
H (-1.5700, 2.8437, 0.2825)
H (-0.9035, 1.3773, 1.0399)
H (0.8745, 3.0358, 0.9093)
H (0.6196, 3.2370, -0.8496)
H (4.2033, 2.0915, 0.7076)
H (6.5525, 1.5075, 0.0244)
H (5.4419, -2.6095, -0.1920)
H (3.1001, -1.9995, 0.4958)
H (1.7685, -0.1800, -1.4788)
H (1.1871, 1.2969, -2.2901)
H (-0.6439, -0.3202, -2.2230)
H (-0.3972, -0.5680, -0.4669)

Calculated values
- Charge: 0
- LUMO energy: 0.60 eV
- Structure (SMILES): CC(C)(C)C(=O)CN1CCN(S(=O)(=O)c2ccc(F)cc2)CC1
- HOMO-LUMO gap: 9.07 eV
- 2S+1: 1
- M: 342.44 g mol⁻¹
- E_HOMO: -8.47 eV

No. 2
The following is a DFT calculation (ωB97M-V with the def2-TZVPD basis set) of 9 unconnected molecules or ions with the total composition C22H66N6O13 in a non-equilibrium geometry.

CARTESIAN COORDINATES (ANGSTROEM)
N (-4.5348, 0.8726, -3.5986)
H (-4.8133, 1.8370, -3.7104)
H (-3.6367, 0.6833, -4.0201)
H (-5.2637, 0.4440, -4.1510)
H (-4.6133, 0.5479, -2.6455)
N (0.1296, 0.7921, 0.2693)
O (0.4542, -0.3751, -0.1189)
O (-0.9724, 0.8839, 0.8492)
O (0.7916, 1.7687, -0.0537)
C (-1.4779, -3.3586, -6.3258)
C (-0.0955, -2.7428, -6.0663)
O (-0.2467, -1.4060, -5.6774)
O (-2.1514, -3.6041, -5.0535)
H (-1.3404, -4.3002, -6.8574)
H (-2.0951, -2.7974, -7.0273)
H (0.5475, -2.7875, -6.9453)
H (0.3274, -3.2982, -5.2292)
H (0.3101, -1.2294, -4.9155)
H (-1.6391, -4.2051, -4.5077)
C (-0.9804, -0.3108, 6.4382)
C (-0.8377, -1.8649, 6.1991)
O (-1.8545, -2.6637, 6.8551)
O (-2.2032, 0.2189, 5.8934)
H (0.0053, 0.0234, 6.1143)
H (-0.9744, -0.1353, 7.5140)
H (0.1686, -2.1568, 6.4996)
H (-0.8854, -2.1103, 5.1381)
H (-2.6595, -2.1881, 6.6374)
H (-2.2000, 0.2072, 4.9335)
C (-4.0787, 7.3266, 3.3367)
C (-3.6193, 7.4228, 1.8512)
O (-3.8238, 6.3412, 0.9319)
O (-5.5184, 7.3055, 3.3332)
H (-3.7496, 8.1801, 3.9295)
H (-3.6164, 6.5043, 3.8828)
H (-2.5862, 7.7699, 1.8705)
H (-4.1753, 8.2104, 1.3425)
H (-3.4224, 5.5289, 1.2491)
H (-5.8142, 8.1981, 3.1396)
C (0.6992, -9.2383, 0.7981)
C (0.6796, -7.7869, 1.3077)
C (1.8394, -7.4234, 2.3331)
O (1.8437, -8.2699, 3.3990)
C (2.8173, -8.0502, 4.3842)
N (0.6386, -6.8508, 0.2292)
H (0.7307, -9.9345, 1.6362)
H (1.5992, -9.3496, 0.1934)
H (-0.1381, -9.4137, 0.1226)
H (-0.2141, -7.6982, 1.9255)
H (1.8002, -6.3690, 2.6066)
H (2.8195, -7.4827, 1.8598)
H (2.7495, -7.1272, 4.9600)
H (3.8556, -8.1389, 4.0647)
H (2.7005, -8.8486, 5.1171)
H (0.5421, -5.9269, 0.6257)
H (1.5437, -6.8663, -0.2188)
C (3.8465, 8.5540, -3.8197)
C (4.1319, 8.4919, -5.3293)
C (5.4231, 9.1890, -5.9474)
O (5.5532, 10.6051, -5.9936)
C (4.3291, 11.3435, -6.3336)
N (4.3887, 7.0476, -5.5619)
H (3.1242, 7.8539, -3.3998)
H (3.5778, 9.5766, -3.5547)
H (4.7851, 8.3383, -3.3091)
H (3.2846, 8.8245, -5.9290)
H (5.6841, 8.8038, -6.9331)
H (6.2510, 8.7046, -5.4296)
H (3.8797, 10.8392, -7.1890)
H (4.5233, 12.3501, -6.7038)
H (3.7241, 11.3640, -5.4272)
H (5.1709, 6.8406, -4.9574)
H (3.7134, 6.4418, -5.1177)
C (-9.4297, -3.4899, 0.7542)
C (-8.3840, -3.0037, 1.7709)
C (-8.2696, -3.8918, 3.0782)
O (-9.4645, -3.8667, 3.7600)
C (-9.5738, -4.9427, 4.6945)
N (-7.1858, -2.7880, 0.9915)
H (-9.0826, -4.1712, -0.0227)
H (-9.7654, -2.6551, 0.1391)
H (-10.2737, -3.9424, 1.2748)
H (-8.6522, -2.0103, 2.1307)
H (-7.5086, -3.5469, 3.7782)
H (-8.0410, -4.8735, 2.6633)
H (-9.6406, -5.9368, 4.2523)
H (-10.3629, -4.7322, 5.4164)
H (-8.6963, -5.0540, 5.3315)
H (-6.5224, -2.6875, 1.7464)
H (-6.8901, -3.5975, 0.4650)
C (7.9843, 0.3072, -1.9139)
C (7.4566, 0.6420, -0.5174)
C (8.4228, 0.4033, 0.6743)
O (8.2610, -0.9131, 1.2244)
C (7.1501, -0.9637, 2.0634)
N (6.8874, 1.9807, -0.6664)
H (7.5221, 0.6836, -2.8265)
H (8.2203, -0.7517, -2.0190)
H (8.9797, 0.7385, -2.0199)
H (6.5772, 0.0517, -0.2601)
H (8.2394, 1.1190, 1.4757)
H (9.4276, 0.6123, 0.3071)
H (6.7778, -1.9878, 2.0353)
H (6.3670, -0.2734, 1.7495)
H (7.4629, -0.7720, 3.0897)
H (7.3211, 2.5596, 0.0385)
H (5.9336, 1.8275, -0.3719)

Calculated values
- Charge: 0
- LUMO energy: -2.20 eV
- HOMO-LUMO gap: 4.44 eV
- 2S+1: 1
- M: 622.80 g mol⁻¹
- E_HOMO: -6.63 eV

No. 3
The following is a DFT calculation (ωB97M-V with the def2-TZVPD basis set) of a gas-phase ion, C3H6N (charge +1) in a non-equilibrium geometry.

CARTESIAN COORDINATES (ANGSTROEM)
C (-1.5970, 1.4882, -0.5782)
C (-0.6255, 0.7245, -0.5749)
C (0.3709, -0.3231, -0.5238)
N (0.7514, -0.5892, 0.9267)
H (-2.5684, 1.8381, -0.6048)
H (1.3246, -0.0733, -1.0251)
H (0.0350, -1.2860, -0.9183)
H (-0.1793, -0.3301, 1.2852)
H (1.3955, 0.1504, 1.1737)
H (1.0928, -1.5994, 0.8395)

Calculated values
- Charge: +1
- LUMO energy: -4.26 eV
- Structure (SMILES): C#CC[NH3+]
- HOMO-LUMO gap: 10.89 eV
- 2S+1: 1
- M: 56.09 g mol⁻¹
- E_HOMO: -15.14 eV

Looking at relative energy (zero: lowest compared OMol25 entry of this formula, charge and spin) for the records above, in order, we have 115.0; 733.7; 146.7 kJ/mol.